# 1
9
Properties=species:S:1:pos:R:3:nbo_charge:R:1 method="wB97M-V/def2-TZVPD" total_charge=-1 e_above_lowest_kj_mol=120.7
O -1.31 -0.32 2.04 -0.735
C -0.96 0.46 1.17 0.726
O -1.17 1.64 0.92 -0.734
C -0.13 -0.38 0.13 0.115
Cl 0.54 -1.80 0.85 -0.052
C 0.87 0.17 -1.17 -0.172
O -0.44 -0.42 -1.27 -0.513
H 0.85 1.18 -1.53 0.190
H 1.76 -0.53 -1.14 0.176

***

# 2
20
Properties=species:S:1:pos:R:3:nbo_charge:R:1 method="wB97M-V/def2-TZVPD" total_charge=+1 e_above_lowest_kj_mol=892.4
C 1.66 -1.71 -1.64 -0.636
C 1.64 -0.18 -1.65 -0.237
C 0.24 0.28 -1.98 -0.440
C -0.11 1.49 -1.11 -0.543
N -3.57 0.51 4.57 -1.075
H 2.54 -2.34 -1.51 0.258
H 1.18 -2.01 -2.59 0.274
H 2.39 0.41 -2.18 0.281
H 1.68 0.04 -0.50 0.341
H -0.51 -0.46 -1.69 0.247
H 0.10 0.45 -3.06 0.320
H 0.01 1.05 -0.04 0.274
H 0.48 2.40 -0.99 0.252
H -1.14 1.73 -1.39 0.247
H 1.02 -1.99 -0.78 0.255
H -3.34 0.87 3.66 0.408
H -2.65 0.22 4.88 0.357
H -4.26 0.28 5.27 0.427
H 1.22 -0.09 1.45 0.485
O 0.68 -0.46 0.73 -0.494

***

# 3
26
Properties=species:S:1:pos:R:3:nbo_charge:R:1 method="wB97M-V/def2-TZVPD" total_charge=0 e_above_lowest_kj_mol=548.2
C -3.24 -2.14 -0.78 -0.648
C -2.44 -0.84 -0.67 -0.286
C -1.15 -0.83 -0.42 0.327
O -0.45 -2.06 -0.27 -0.716
C -0.30 0.50 -0.18 -0.250
C 1.07 0.85 -0.49 -0.270
C 1.56 1.88 -1.47 -0.059
O 1.53 1.23 -2.72 -0.718
C 0.83 1.23 0.98 -0.221
C 1.42 0.38 2.01 0.345
O 1.48 -0.91 1.66 -0.717
O 0.88 0.51 3.23 -0.708
H -3.92 -2.24 -1.65 0.219
H -3.75 -2.22 0.18 0.215
H -2.52 -3.02 -0.70 0.240
H -2.84 0.12 -0.70 0.202
H 0.45 -1.99 -0.14 0.486
H -1.07 1.22 -0.49 0.215
H 1.72 -0.07 -0.51 0.230
H 1.28 2.90 -1.46 0.183
H 2.66 1.79 -1.10 0.151
H 1.93 1.82 -3.42 0.471
H 0.59 2.21 1.25 0.228
H 2.43 0.86 2.11 0.121
H 1.85 -1.35 2.56 0.493
H 0.02 0.19 3.20 0.469

***

| no. | E_HOMO (eV) | frontier orbital gap (eV) | largest force on an atom (eV/Å) |
| --- | --- | --- | --- |
| 1 | -4.58 | 8.31 | 5.48 |
| 2 | -11.98 | 2.20 | 4.01 |
| 3 | -8.13 | 8.77 | 5.54 |